No. 1
Density functional theory data (the ωB97M-V functional and the def2-TZVPD basis) for a cluster of 2 separate species, C3HBr in total at a distorted geometry.

## Properties
E_tot: -73161.781 eV

Element x y z (Å)
Br: 1.1928 2.3082 0.6826
C: -0.8847 -0.9280 -1.8732
C: -0.1218 -0.5433 0.5282
C: -0.4903 -0.7653 -0.6462
H: 0.3040 -0.0716 1.3086

No. 2
Density functional theory data (the ωB97M-V functional and the def2-TZVPD basis) for an isolated molecule of C9H10BrN3 at a distorted geometry.

## Properties
E_tot: -84005.317 eV
SMILES: CN(Br)c1nn(C)c2ccccc12

Element x y z (Å)
Br: -3.7868 -0.3364 0.3222
N: -0.1876 1.4471 -0.0620
N: 1.0378 0.9630 -0.1980
N: -2.3264 0.8172 0.5217
C: 1.7586 -2.6901 -0.1077
C: -2.7501 2.1979 0.3053
C: -0.6105 -2.1611 0.1202
C: -0.3439 -0.7856 0.0218
C: 1.0208 -0.3892 -0.0421
C: 2.1413 1.9373 -0.2402
C: -1.0312 0.4148 0.1324
C: 2.0152 -1.3388 -0.1786
C: 0.4052 -3.0914 -0.0253
H: -3.5622 2.3848 -0.4525
H: -1.7522 -2.5229 0.2229
H: 1.8402 2.9721 -0.6242
H: 2.4410 2.2522 0.7806
H: 0.2790 -4.2567 -0.1186
H: 2.9655 1.4862 -0.8496
H: 3.0560 -1.0593 -0.4524
H: -1.8288 2.6637 -0.0386
H: -3.1874 2.5754 1.1927
H: 2.4066 -3.4803 -0.2301

No. 3
Density functional theory data (the ωB97M-V functional and the def2-TZVPD basis) for a cluster of 2 separate species, C5H13N2O in total at a distorted geometry.

## Properties
E_tot: -10413.870 eV
Charge: +1

Element x y z (Å)
O: 2.5576 -1.4895 1.6935
N: -0.5846 -0.5220 0.3661
N: 0.7740 -0.6288 0.4136
C: -1.1910 -1.8112 0.5692
C: 1.6219 -1.1970 1.0955
C: -0.9268 0.3958 1.4567
C: -0.9717 0.0650 -1.0355
C: 1.7316 1.8278 -1.4841
H: 1.0914 2.7511 -1.5631
H: -2.2611 -1.6630 0.7591
H: -0.5303 -0.1207 2.3271
H: 1.6052 1.1519 -2.4067
H: -0.2901 1.3242 1.3723
H: -0.1216 0.0397 -1.7022
H: -0.9702 -2.5019 -0.3651
H: -0.7078 -2.2760 1.4342
H: 1.4434 1.2644 -0.6532
H: -1.1484 1.1204 -0.8187
H: 2.7472 2.1102 -1.3789
H: -1.9809 0.7376 1.3707
H: -1.8879 -0.5781 -1.4507

No. 4
Density functional theory data (the ωB97M-V functional and the def2-TZVPD basis) for a cluster of 9 separate species, C42H71F2N13O4S2 in total at a distorted geometry.

## Properties
E_tot: -99367.175 eV
SMILES: CCN(CC)C(=S)SCCC[C@]1(N(C(=O)F)C(=O)F)[C@H](N)NC(=O)[C@@]1(CCCCCCCCCOC)CNC.CC#N.CC#N.CC#N.CC#N.CC#N.CC#N.CC#N.CC#N

Element x y z (Å)
S: 2.9596 -2.6044 -2.9865
S: 4.8737 -4.6010 -2.0594
F: -0.6658 -0.1374 -3.2082
F: 0.6134 3.1422 -1.8380
O: 1.4034 1.5769 -3.1384
O: -5.2476 -2.0255 1.9884
O: -1.9973 -0.1408 -1.4798
O: 0.7498 3.6048 1.5385
N: 0.0987 8.5086 -2.0260
N: -5.7605 1.8916 -5.4745
N: 3.0145 0.0866 0.8729
N: 8.1264 -3.7627 1.2923
N: -7.5818 6.5205 4.4539
N: 4.5967 -2.1853 -0.9188
N: -1.7205 2.8436 0.2342
N: 0.9240 -11.6107 -2.7770
N: 2.2555 2.2670 0.4426
N: -5.6276 5.4860 -1.1859
N: 1.5438 -6.6092 -2.1408
N: 3.8427 8.4539 2.7269
N: 0.0083 1.0064 -1.3441
C: 2.3500 -9.7903 -1.5867
C: -7.8310 2.6896 -6.8305
C: 8.8059 -2.9558 1.7331
C: 5.3746 -1.0914 -1.5481
C: 0.4801 -1.0429 0.0600
C: -6.6713 2.2426 -6.0696
C: -3.0399 2.7455 -0.3760
C: -3.1444 -3.2658 1.5941
C: 0.7231 1.8571 -2.1986
C: -0.1977 -6.3017 -4.0416
C: 1.0910 -2.0017 -1.0127
C: 0.5881 -2.3027 3.8021
C: 0.1825 7.4325 -1.6488
C: 4.7274 0.2910 -1.3141
C: -2.9141 -2.7991 3.0006
C: 2.8730 8.7592 2.2043
C: 0.7246 0.4232 -0.1667
C: -7.2178 5.6230 2.0398
C: 9.6696 -1.9255 2.2945
C: -0.6567 -0.2505 3.0650
C: -5.2274 -0.6489 1.7011
C: 0.2930 6.0640 -1.1585
C: 0.7565 -6.4799 -2.9586
C: 1.6381 9.1487 1.5351
C: 0.3825 0.7347 2.5126
C: -5.4662 5.0927 -2.2470
C: -0.9577 0.2156 -1.9529
C: -4.5383 -2.8185 1.0720
C: 1.5540 -10.8129 -2.2532
C: 5.3612 -2.7875 0.1901
C: 4.2359 -3.1195 -1.8829
C: 1.0309 2.5462 1.0634
C: -5.2512 4.5830 -3.5950
C: -7.4218 6.1262 3.3929
C: -1.6900 -3.4007 3.6825
C: -1.3340 1.7330 1.0895
C: 0.1403 1.2929 1.0725
C: -0.1293 -1.0473 4.2573
C: 2.1839 0.8779 -0.0340
C: -0.3563 -3.1439 2.9529
C: 5.3112 -1.8161 1.3676
C: 2.0764 -1.3439 -1.9739
H: 9.4917 -0.9793 1.7883
H: -7.6033 3.6272 -7.3325
H: -3.5219 3.7156 -0.3822
H: -2.9921 2.4203 -1.4141
H: -8.0929 1.9412 -7.5747
H: 10.7116 -2.2087 2.1660
H: -3.6368 2.0492 0.1911
H: 5.4544 -1.2460 -2.6124
H: -1.1112 -0.9051 2.3406
H: -4.4844 -0.1271 2.2988
H: 4.2692 -1.7084 1.6381
H: 2.5072 2.8876 -0.3099
H: 2.1827 -8.8262 -2.0605
H: -7.1619 4.5371 2.0548
H: -6.0745 4.8841 -4.2381
H: 9.4601 -1.8075 3.3552
H: -0.9587 -1.2949 4.9027
H: 0.8001 9.0546 2.2220
H: 1.5747 -0.7349 -2.7096
H: -1.9609 0.8558 0.9680
H: -5.1375 -3.7093 0.9177
H: 2.0650 -9.7242 -0.5393
H: -8.0451 5.9279 1.4038
H: -6.1874 -0.2295 1.9700
H: 1.3696 0.3155 2.6507
H: -1.0109 3.1225 -0.4137
H: -3.7753 -3.0427 3.6046
H: 4.0105 0.1911 -0.5103
H: -4.3221 4.9823 -3.9958
H: 6.3723 -1.0850 -1.1380
H: 0.3020 -2.4812 -1.5792
H: 3.4764 0.6688 1.5468
H: -1.8545 -4.4721 3.7305
H: -1.4642 0.3560 3.4551
H: 0.9136 -2.8504 4.6771
H: 2.8739 -0.8332 -1.4693
H: -0.0370 5.3720 -1.9263
H: -0.5745 -1.2504 0.1486
H: -8.6755 2.8379 -6.1614
H: 0.0726 -6.9441 -4.8768
H: -2.8513 -1.7183 3.0241
H: -4.4496 -2.3486 0.0998
H: -2.4030 -2.8916 0.8972
H: 4.9048 -3.6979 0.5350
H: 0.3340 1.5861 3.1765
H: 1.5973 -2.8133 -0.5095
H: -1.1921 -6.5639 -3.7018
H: 2.7678 0.8539 -0.9498
H: 0.4856 -0.3761 4.8457
H: 0.8773 -1.3470 1.0100
H: 1.4660 8.5074 0.6744
H: -0.3273 5.9366 -0.2727
H: 5.8206 -2.2694 2.2053
H: -5.0669 -0.4280 0.6518
H: -5.1936 3.4976 -3.5778
H: 1.4823 -2.0338 3.2432
H: 3.4062 -10.0424 -1.6526
H: 5.7055 -0.8435 1.1098
H: 4.2279 0.6020 -2.2187
H: -0.5500 -2.6133 2.0348
H: -6.2925 6.0193 1.6294
H: -3.1011 -4.3465 1.5293
H: 0.1235 -4.0899 2.7469
H: 5.4760 1.0233 -1.0462
H: 1.3274 5.8458 -0.9015
H: -1.5266 2.0638 2.1040
H: 6.3763 -2.9908 -0.1078
H: -1.6500 -3.0613 4.7062
H: 2.5654 -0.7054 1.2968
H: 1.7085 10.1801 1.1985
H: -0.1905 -5.2645 -4.3724

No. 5
Density functional theory data (the ωB97M-V functional and the def2-TZVPD basis) for a cluster of 3 separate species, C3H14N2O2S in total at a distorted geometry.

## Properties
E_tot: -21246.472 eV
SMILES: NC[C@H](N)CS.O.O

Element x y z (Å)
S: -2.2313 0.9070 1.3367
O: 1.7688 -3.3990 1.8860
O: 4.0483 -0.1474 2.2041
N: 1.4508 0.3101 -2.2158
N: -2.0932 -0.2287 -1.7082
C: -1.1036 1.3435 -0.0831
C: -0.9125 0.2263 -1.0958
C: 0.1016 0.8792 -2.2115
H: -2.2212 -1.2288 -1.5954
H: 2.3700 -4.0066 1.5158
H: -3.0868 0.1147 0.7035
H: 3.9168 0.5701 2.7783
H: 1.7721 -0.0485 -1.2757
H: -2.2826 0.3178 -2.4779
H: -0.2175 0.8323 -3.4222
H: -0.1185 1.6380 0.4630
H: 1.4771 -0.4353 -2.9500
H: 3.2222 -0.1232 1.6323
H: -1.6133 2.1887 -0.5885
H: 0.1367 1.8678 -2.1881
H: -0.3961 -0.5841 -0.6937
H: 2.1891 -2.5076 1.8008

No. 6
Density functional theory data (the ωB97M-V functional and the def2-TZVPD basis) for a cluster of 2 separate species, C8H15NO2S in total at a distorted geometry.

## Properties
E_tot: -24953.631 eV

Element x y z (Å)
S: -1.5390 0.8807 2.3615
O: 0.3651 0.8089 -1.5629
O: 1.0124 -1.1997 -0.5735
N: 0.8991 1.6026 1.7531
C: 0.0222 -0.3866 -1.1939
C: 2.3783 -0.8539 -0.8306
C: -1.7134 -1.7788 -2.3733
C: -0.3469 1.7756 -2.0448
C: -0.2548 0.4053 3.5530
C: -1.3580 -0.9363 -1.0961
C: -0.2968 1.6375 1.3889
C: 1.0855 0.5257 2.7129
H: -1.0426 -2.5380 -2.4943
H: -2.1531 -0.1746 -1.0079
H: -0.0776 0.9893 4.5402
H: -0.0713 2.7947 -2.2128
H: -1.3812 1.5111 -2.3080
H: 2.8560 -0.3634 -0.0104
H: -0.5553 2.1876 0.5930
H: -2.7127 -1.9529 -2.3318
H: -0.4165 -0.6325 4.0218
H: 2.3278 -0.1734 -1.7054
H: 1.2294 -0.4064 2.0427
H: 2.7878 -1.7981 -1.1706
H: 1.9400 0.7873 3.4088
H: -1.6585 -1.0672 -3.2886
H: -1.3259 -1.6445 -0.1709

No. 7
Density functional theory data (the ωB97M-V functional and the def2-TZVPD basis) for a structure of composition C23H23CrPSb at a distorted geometry.

## Properties
E_tot: -68467.019 eV
Spin multiplicity: 4

Element x y z (Å)
Sb: -0.1868 0.6720 -0.1522
Cr: 0.2425 -1.0004 -2.4211
P: 0.0428 -3.1902 -1.7627
C: -1.1638 -1.7605 1.5570
C: -0.6090 4.5956 2.9467
C: 1.0868 -0.3423 -4.3363
C: 2.6555 -0.6067 -0.3351
C: 4.0397 -1.3026 1.5412
C: -2.9149 -0.6858 0.2678
C: -0.3540 -0.7193 -4.5146
C: 1.1001 0.9371 -3.6926
C: -3.8285 -1.6625 0.6874
C: -0.2530 1.3513 -3.4633
C: 3.8121 -1.2222 0.1603
C: 1.7256 -0.0743 0.5625
C: -2.0775 -2.7394 1.9687
C: -1.1350 0.3824 -4.0289
C: 0.4438 4.5232 2.0236
C: -3.4050 -2.6978 1.5376
C: 1.9674 -0.1025 1.9396
C: -0.3897 2.3876 1.2330
C: -1.5607 3.5676 2.9956
C: -1.5894 -0.7460 0.6911
C: 3.1206 -0.7334 2.4301
C: -1.4564 2.4647 2.1309
C: 0.5465 3.4215 1.1583
H: -4.8632 -1.6178 0.3551
H: 1.9792 1.5609 -3.5221
H: -1.7382 -3.5424 2.6286
H: -2.2136 1.6792 2.1648
H: 1.9478 -0.8680 -4.7575
H: -0.7206 -1.5787 -5.0810
H: -0.1343 -1.8041 1.9048
H: -0.0247 -3.4975 -0.3651
H: -2.2138 0.5081 -4.1371
H: 3.2911 -0.7810 3.5065
H: -0.6915 5.4516 3.6179
H: 4.5378 -1.6518 -0.5303
H: -3.2577 0.1154 -0.3939
H: -0.5541 2.2977 -3.0307
H: 1.2678 0.3470 2.6456
H: -4.1127 -3.4634 1.8590
H: -2.3897 3.6247 3.7012
H: 1.1527 -3.9592 -2.2483
H: -1.0771 -3.8772 -2.3372
H: 4.9309 -1.8041 1.9190
H: 1.1806 5.3251 1.9715
H: 2.4856 -0.5668 -1.4238
H: 1.3580 3.3851 0.4285

No. 8
Density functional theory data (the ωB97M-V functional and the def2-TZVPD basis) for an isolated molecule of C23H35ClN4O2 at a distorted geometry.

## Properties
E_tot: -46997.638 eV
SMILES: CC(C)CN(CCCNC(=O)CN1N=C(c2ccc(Cl)cc2)CCC1=O)CC(C)C

Element x y z (Å)
Cl: 3.2818 -4.0936 -0.4617
O: -6.0665 -0.7922 0.6145
O: -4.0219 1.9474 -1.9102
N: -2.8940 -1.6349 -0.6162
N: -2.4387 0.3965 -2.3894
N: -4.1333 -1.1074 -0.5136
N: 1.8092 1.8553 -0.2523
C: 3.7572 0.6720 -1.2053
C: 1.3144 -3.0463 1.0578
C: -4.5953 -0.3932 -1.6919
C: 0.4634 2.2999 1.8859
C: 0.8027 -3.3926 -1.2700
C: -4.3469 -2.1031 1.6800
C: 0.4814 0.8501 2.3596
C: 2.5640 0.6254 -0.2309
C: 0.4970 3.2478 3.0828
C: 1.6566 2.6186 0.9573
C: -2.2403 -2.0057 0.4225
C: -1.3098 1.2978 -2.4448
C: 0.0324 -2.5776 1.2685
C: -0.3892 1.0789 -1.2452
C: 0.8337 2.0149 -1.2951
C: -0.4734 -2.9175 -1.0530
C: 1.6946 -3.4640 -0.2083
C: -4.9482 -1.2516 0.5791
C: -2.8409 -1.8880 1.7966
C: 4.4719 -0.6747 -1.2259
C: -3.6663 0.7944 -1.9960
C: -0.8865 -2.5095 0.2194
C: 4.7148 1.7920 -0.8129
H: -5.5985 -0.0239 -1.4732
H: 5.5190 1.8820 -1.5395
H: -0.9595 1.2482 -0.3319
H: 5.3226 -0.6449 -1.9028
H: 0.4632 4.2839 2.7539
H: 1.9403 -0.2454 -0.4818
H: 2.9520 0.4646 0.7764
H: 4.8346 -0.9285 -0.2319
H: -0.3542 3.0692 3.7362
H: 5.1542 1.5906 0.1620
H: 1.3338 1.8574 -2.2581
H: 3.7987 -1.4622 -1.5560
H: -0.7630 1.1283 -3.3777
H: -2.6342 -0.8839 2.1838
H: 0.4313 0.1656 1.5168
H: 1.5756 3.6755 0.6718
H: -1.7090 2.3143 -2.4459
H: 2.0181 -3.0930 1.8737
H: 2.5791 2.5076 1.5337
H: -0.3674 0.6572 3.0141
H: -1.1792 -2.8731 -1.8675
H: -2.2177 -0.5836 -2.2614
H: 1.1084 -3.7154 -2.2529
H: 1.3929 0.6453 2.9180
H: 0.4847 3.0506 -1.2700
H: -4.8619 -1.8767 2.6133
H: 3.3746 0.8792 -2.2095
H: -0.2429 -2.2495 2.2582
H: -4.5557 -3.1481 1.4259
H: 1.4083 3.1008 3.6592
H: -2.4125 -2.6162 2.4846
H: -4.6194 -1.0715 -2.5501
H: -0.0546 0.0379 -1.2434
H: 4.1798 2.7365 -0.7648
H: -0.4650 2.4819 1.3355

No. 9
Density functional theory data (the ωB97M-V functional and the def2-TZVPD basis) for an isolated molecule of C2H3NOS2 at a distorted geometry.

## Properties
E_tot: -27328.628 eV
SMILES: O=CSNC=S

Element x y z (Å)
S: -0.1749 1.2632 0.7201
S: 0.5612 -1.1169 -2.9098
O: -0.7150 -1.0303 1.7128
N: 0.4858 -0.0108 -0.3728
C: -0.6510 0.0977 2.0071
C: 0.5321 0.0832 -1.7644
H: -0.0899 -0.8071 -0.0310
H: 0.7735 1.0683 -2.3873
H: -0.7219 0.4528 3.0253

No. 10
Density functional theory data (the ωB97M-V functional and the def2-TZVPD basis) for a structure of composition C15H37Cl12FNbO5P2 at a distorted geometry.

## Properties
E_tot: -199509.390 eV
Charge: -1

Element x y z (Å)
Nb: -2.5005 3.9134 -1.3716
Cl: -3.3781 0.4329 -3.5402
Cl: 5.0674 3.8478 2.2101
Cl: -2.9069 -1.1691 2.4026
Cl: -4.5009 -5.0725 -2.5003
Cl: -1.3872 -2.2759 -2.7768
Cl: 0.9445 -0.9610 -0.3510
Cl: 4.1683 -1.8799 0.1539
Cl: 4.1066 0.5934 2.1279
Cl: -1.1743 -5.7169 -2.1746
Cl: 7.6476 -0.7906 2.7927
Cl: 6.9068 -0.1045 -0.4718
Cl: -6.0886 -2.2249 1.7373
P: -2.5919 1.9570 0.3213
P: -2.7250 5.8354 0.4439
F: -2.6081 5.2632 -2.7823
O: -1.8051 2.1181 1.5439
O: -2.3528 5.5233 1.8597
O: -4.1446 1.7460 0.7562
O: -2.3196 0.5517 -0.4409
O: 0.7349 3.8810 0.6310
C: 2.0595 2.9549 -1.1502
C: 8.4133 -0.8041 0.1629
C: -5.4657 -1.5588 3.2768
C: 8.1701 -1.6988 1.3511
C: 0.6550 3.1061 -0.5586
C: 2.7091 -2.6991 0.7642
C: 1.5529 -2.6244 -0.1975
C: -2.5249 -6.6303 -1.4505
C: -3.1078 -2.2807 -3.2454
C: 4.1463 2.9694 3.4624
C: -3.7375 -6.6731 -2.3434
C: -0.2635 3.7992 -1.5748
C: -3.4698 -1.2064 -4.2404
C: -4.4117 -0.5038 3.0674
C: 4.5719 1.5268 3.5660
H: -2.8253 -1.2319 -5.1161
H: 9.0854 0.0131 0.4131
H: 0.3246 2.1010 -0.3090
H: -4.5012 -1.3645 -4.5560
H: -4.0476 6.3672 0.3887
H: 0.7315 -3.2330 0.1793
H: -0.0520 3.3896 -2.5682
H: -4.4819 -7.3448 -1.9188
H: 2.4507 -2.2300 1.7113
H: -6.3180 -1.1248 3.7973
H: 1.8246 -2.9792 -1.1891
H: 2.9766 -3.7392 0.9462
H: -3.6850 -2.1743 -2.3295
H: -3.4818 -7.0197 -3.3415
H: 2.7190 2.4942 -0.4147
H: 8.8553 -1.3901 -0.6418
H: 4.0792 1.0669 4.4216
H: 4.3320 3.4775 4.4073
H: -2.1703 -7.6461 -1.2814
H: -4.3287 3.7358 -1.3756
H: 0.0414 4.8540 -1.6095
H: -4.7410 0.2798 2.3897
H: 1.3263 4.6191 0.4465
H: -5.0842 -2.3934 3.8598
H: -4.6679 1.5201 -0.0254
H: 3.0897 3.0522 3.2179
H: -1.7124 0.6722 -1.1830
H: 9.0957 -2.2063 1.6188
H: 2.4704 3.9333 -1.4100
H: -3.2960 -3.2553 -3.6724
H: 2.0445 2.3075 -2.0253
H: -2.7552 -6.1743 -0.4909
H: -2.6063 2.5880 -2.5948
H: -4.1637 -0.0484 4.0253
H: 5.6488 1.4375 3.6888
H: -1.9742 6.9439 -0.0525
H: 7.4072 -2.4422 1.1331